# C22H20N2O

C22H20N2O in the gas phase (ωB97M-V/def2-TZVPD, the Open Molecules 2025 dataset).

Relative energy (zero: lowest compared OMol25 entry of this formula, charge and spin) (eV): 3.3108
Structure (SMILES): O=C(c1ccccn1)[C@@H]1CN(c2ccccc2)C[C@H]1c1ccccc1
Orbital gap (eV): 7.31
E_LUMO (eV): -0.2

Each line ends with the natural charge from an NBO analysis.
CARTESIAN COORDINATES (ANGSTROEM)
O (-0.7968, 2.5680, 1.8010)  -0.5432
N (2.6736, 1.4947, 1.8051)  -0.4206
C (0.1134, 1.7735, 1.5038)  0.5909
C (3.8712, 1.6767, 2.4199)  0.0158
C (1.5031, 2.0321, 2.2388)  0.0967
C (3.8745, 2.2774, 3.7087)  -0.2233
C (1.4612, 2.6462, 3.4999)  -0.2100
C (2.6170, 2.8526, 4.1947)  -0.1900
C (-0.9999, 0.0351, -5.9334)  -0.2622
C (-0.2597, -4.1311, 2.4694)  -0.2158
C (-1.4859, -1.0065, -5.1621)  -0.1855
C (-0.6010, 1.2508, -5.2971)  -0.1739
C (-1.5308, -3.5859, 2.4033)  -0.2095
C (0.8696, -3.3684, 2.0209)  -0.1949
C (-1.5323, -0.7808, -3.8023)  -0.2733
C (-0.8506, 1.4799, -3.9114)  -0.2854
C (-1.7417, -2.4037, 1.7216)  -0.2175
C (0.6149, -2.2221, 1.2485)  -0.2195
C (-1.1723, 0.4242, -3.1301)  0.1911
C (-0.6959, -1.6729, 1.1643)  0.0061
N (-1.2881, 0.5085, -1.7029)  -0.4260
C (-0.6475, 1.5390, -0.8620)  -0.2140
C (-1.7739, -0.6224, -0.8423)  -0.2121
C (-0.0471, 0.8059, 0.2364)  -0.2958
C (-1.0509, -0.3343, 0.4986)  -0.2266
H (4.8228, 1.2551, 2.0742)  0.2066
H (4.9120, 2.3925, 4.1545)  0.2266
H (0.4933, 2.9633, 3.9494)  0.2407
H (2.4493, 3.4323, 5.0942)  0.2262
H (-0.7373, -0.1225, -6.9418)  0.2043
H (-0.1780, -5.1083, 2.8737)  0.2111
H (-1.8116, -1.9370, -5.6911)  0.2182
H (-0.1567, 1.9932, -5.9130)  0.2061
H (-2.3588, -4.1489, 2.8749)  0.2161
H (1.9075, -3.7400, 2.1183)  0.2177
H (-2.0490, -1.5646, -3.2313)  0.2075
H (-0.7032, 2.4780, -3.5916)  0.2163
H (-2.7110, -1.9658, 1.6500)  0.2047
H (1.3492, -1.7707, 0.7135)  0.2051
H (-1.3847, 2.1968, -0.4757)  0.2104
H (0.1978, 1.9656, -1.3845)  0.2200
H (-2.8073, -0.4166, -0.5707)  0.2018
H (-1.5142, -1.6081, -1.1933)  0.2159
H (0.9038, 0.3577, 0.0301)  0.2312
H (-1.7480, 0.1114, 1.1687)  0.2121

Force components x, y, z for each atom (eV/Å):
1.9 -2.4 -0.5
-0.3 0.4 -1.3
-0.2 2.1 -0.5
-2.3 0.5 2.5
0.8 -1.9 0.5
-0.2 1.3 -0.7
-1.4 0.3 -0.6
2.2 -1.0 -0.3
1.5 1.7 1.5
1.2 1.7 -0.1
0.0 0.4 -0.4
-1.6 -2.0 0.4
-0.3 -0.9 -0.1
-1.1 -0.8 -1.0
-1.2 -1.2 1.1
1.4 0.5 -3.0
0.5 0.8 0.3
-2.9 -1.0 1.9
-1.3 -1.7 2.1
1.3 -0.3 0.1
0.0 -1.0 -1.1
0.0 -0.9 -2.5
1.0 2.7 0.3
0.8 -1.4 3.9
0.2 -1.1 0.4
-0.8 0.0 -0.5
-1.8 0.0 0.0
0.8 -0.1 -0.7
0.9 -0.3 0.3
0.0 0.0 -1.2
0.5 -0.6 0.6
0.2 0.8 1.0
0.1 0.8 -0.3
0.4 0.5 -0.5
-0.8 0.1 -0.1
0.6 0.3 0.0
0.3 0.7 0.8
-0.8 0.1 0.1
2.4 1.4 -1.1
-0.5 1.2 0.1
-0.4 0.9 -0.6
-0.5 -0.9 -0.8
-0.3 -0.1 -0.4
0.8 0.1 -0.4
-0.9 0.3 0.5